[1]
119
Properties=species:S:1:pos:R:3:forces:R:3:lowdin_spin:R:1 method="wB97M-V/def2-TZVPD" multiplicity=2 molar_mass_g_mol=1209.6 total_charge=+1 homo_lumo_gap_ev="5.725 / 6.480" homo_ev="-8.71 / -10.17" total_energy_ev=-150602.206 s_squared=0.76 relative_energy_kj_mol=17.3
Bi -0.0290 -1.0965 -0.5419 -0.3 0.5 0.8 0.064
O -3.9845 -4.4130 1.3356 0.0 -0.2 0.0 0.003
C -4.6148 -3.2330 1.4069 0.1 0.3 -0.1 0.007
C -5.7786 -3.1481 2.1724 0.0 -0.1 0.0 -0.001
C -6.4705 -1.9586 2.2730 0.0 -0.1 -0.1 0.007
C -6.0301 -0.8236 1.5969 0.0 0.2 0.0 0.000
C -4.8572 -0.8823 0.8782 0.1 -0.1 0.0 0.006
C -4.1259 -2.0687 0.7847 -0.1 0.0 0.1 0.001
C -2.8139 -2.0307 0.1383 0.3 0.0 -0.1 0.037
O -2.2066 -0.8896 0.0280 0.2 -0.3 0.2 0.004
N -2.2777 -3.1605 -0.2678 -0.6 -0.5 0.1 0.004
N -1.0320 -3.0212 -0.7751 0.6 0.3 -0.3 0.167
C -0.4213 -4.0177 -1.4094 -0.4 0.0 0.1 0.181
C 0.8273 -3.7612 -1.9928 0.4 0.1 -0.2 0.086
C 1.5551 -4.7242 -2.7310 -0.1 0.0 0.0 0.043
C 2.7403 -4.3823 -3.3185 0.0 0.1 0.1 0.054
C 3.2363 -3.0709 -3.1572 -0.1 0.0 0.0 0.071
C 2.5039 -2.1805 -2.4219 0.3 0.1 -0.2 0.035
N 1.3266 -2.4902 -1.8511 -0.2 -0.4 0.1 0.112
H -3.2286 -4.3244 0.7156 -0.1 0.1 0.0 0.000
H -6.1179 -4.0426 2.6747 0.0 0.0 0.0 0.000
H -7.3681 -1.9161 2.8737 -0.1 0.0 0.0 0.000
H -6.5921 0.0992 1.6397 0.0 0.0 0.0 0.000
H -4.4735 -0.0202 0.3503 0.0 0.1 0.1 0.000
H -0.9120 -4.9741 -1.5142 -0.1 -0.1 0.1 0.009
H 1.1506 -5.7234 -2.8136 0.0 0.0 0.0 0.000
H 3.3027 -5.1007 -3.8971 0.0 -0.1 0.0 0.002
H 4.1789 -2.7802 -3.5931 0.0 0.1 0.0 0.003
H 2.8481 -1.1661 -2.2646 0.1 0.0 0.0 0.000
O 0.0854 3.8653 -0.9991 0.0 0.3 -0.4 0.000
C -0.2287 2.7095 -1.1385 0.0 -0.2 -0.2 0.000
O -0.4918 1.9187 -0.1164 0.1 -0.1 0.4 0.000
C -0.3305 2.0420 -2.5362 -0.2 -0.2 0.8 0.006
P -1.2554 0.4391 -2.4525 -0.1 0.9 -1.1 0.063
C -1.2568 -0.2251 -4.1478 0.1 -0.1 0.3 0.005
C -1.6023 0.5536 -5.2502 0.1 0.0 0.0 0.002
C -1.6538 -0.0255 -6.5064 0.0 0.1 0.0 0.001
C -1.3644 -1.3737 -6.6703 0.0 0.0 0.0 0.000
C -1.0328 -2.1540 -5.5744 0.0 0.0 0.0 0.000
C -0.9875 -1.5809 -4.3136 0.1 0.1 0.1 0.000
C -2.9880 0.9218 -2.2284 0.1 -0.2 0.1 0.008
C -3.9420 -0.0622 -2.4931 0.1 0.1 0.0 0.004
C -5.2880 0.2259 -2.3739 0.0 -0.1 -0.1 0.000
C -5.6910 1.4969 -1.9874 0.0 0.0 0.0 0.004
C -4.7456 2.4747 -1.7245 -0.1 0.0 0.1 0.000
C -3.3917 2.1928 -1.8359 0.1 -0.1 0.0 0.005
H 0.6842 1.8532 -2.8957 0.0 0.0 0.0 0.000
H -0.8116 2.7285 -3.2341 0.1 0.0 0.1 0.001
H -1.8346 1.6036 -5.1274 -0.1 0.0 0.0 0.000
H -1.9306 0.5718 -7.3637 0.0 0.0 0.0 0.000
H -1.4061 -1.8131 -7.6567 0.0 0.0 0.0 0.000
H -0.8178 -3.2063 -5.6952 0.0 0.0 0.0 0.000
H -0.7464 -2.1831 -3.4479 0.0 -0.1 0.0 0.002
H -3.6179 -1.0527 -2.7885 -0.1 -0.1 0.0 0.000
H -6.0233 -0.5387 -2.5807 0.0 0.0 0.0 0.000
H -6.7438 1.7221 -1.8916 0.0 0.0 0.0 0.000
H -5.0593 3.4637 -1.4226 0.0 0.1 0.0 0.000
H -2.6780 2.9727 -1.6085 0.0 0.0 0.0 0.000
C 3.2763 -0.6027 3.1070 0.1 0.0 0.0 0.000
C 3.3622 -0.0933 1.7125 0.1 0.0 0.0 0.000
N 2.3553 0.2059 0.9272 0.1 -0.1 0.0 -0.001
C 2.9065 0.6766 -0.2398 0.1 -0.1 0.1 0.001
C 4.2617 0.6512 -0.1586 0.0 0.0 -0.2 0.000
N 4.5510 0.1581 1.0903 -0.3 0.1 -0.1 0.000
C 5.8712 -0.0804 1.6015 0.3 0.1 0.3 0.000
N 6.5203 -1.1766 0.9314 -0.1 -0.4 -0.3 0.000
N 7.8471 -1.0884 0.6744 0.1 0.5 0.2 0.000
N 8.2764 -2.1863 0.2150 0.4 -0.2 -0.1 0.000
C 7.2369 -3.0807 0.1456 -0.8 0.3 0.3 0.000
C 7.1980 -4.4143 -0.2628 0.0 0.0 0.0 0.000
C 5.9776 -5.0484 -0.2257 0.1 -0.1 -0.1 0.000
C 4.8143 -4.3773 0.1821 -0.1 0.1 0.1 0.000
C 4.8329 -3.0654 0.6019 -0.2 0.1 0.1 0.000
C 6.0731 -2.4264 0.6013 0.5 -0.3 -0.1 0.000
H 2.2354 -0.7179 3.3946 0.2 -0.1 0.0 0.000
H 3.7362 0.1098 3.7932 0.0 0.0 0.1 0.000
H 3.7866 -1.5627 3.2047 0.0 0.0 0.1 0.000
H 2.2766 1.0078 -1.0479 0.1 0.1 -0.1 0.001
H 5.0389 0.9111 -0.8532 0.1 0.1 -0.1 0.000
H 5.8019 -0.2788 2.6734 -0.1 0.1 -0.1 0.000
H 6.5083 0.7924 1.4455 -0.1 -0.1 0.1 0.000
H 8.0967 -4.9176 -0.5856 0.0 0.0 0.0 0.000
H 5.9050 -6.0850 -0.5226 0.0 0.0 0.0 0.000
H 3.8747 -4.9126 0.1697 0.0 0.0 0.0 0.000
H 3.9248 -2.5613 0.9033 0.0 0.0 0.0 0.000
C -4.1724 5.8489 1.4295 0.0 -0.1 0.0 0.000
C -4.3712 4.4772 1.4834 -0.1 -0.1 0.0 0.000
C -3.2829 3.6199 1.4550 0.1 0.0 -0.1 0.000
C -1.9885 4.1293 1.3994 0.6 -0.5 0.2 0.000
C -1.7956 5.5039 1.3133 0.1 0.0 0.0 0.000
C -2.8871 6.3588 1.3189 0.0 0.1 0.0 0.000
Ge -0.4932 2.8636 1.6181 -0.1 -0.1 -0.3 0.000
C -0.9410 1.4185 2.8888 0.2 0.4 -0.4 0.000
C -2.1003 1.4189 3.6537 -0.1 0.1 0.0 0.000
C -2.3756 0.3713 4.5228 -0.1 -0.1 -0.1 0.000
C -1.5015 -0.6985 4.6236 0.0 0.0 0.0 0.000
C -0.3185 -0.6887 3.8977 0.0 0.0 0.0 0.000
C -0.0308 0.3756 3.0579 0.0 0.1 -0.1 0.001
C 1.3301 3.4889 2.0369 -0.7 -0.2 -0.2 0.000
C 2.1913 4.1319 1.1551 0.1 0.1 -0.1 0.000
C 3.4200 4.5972 1.6010 0.1 0.0 0.0 0.000
C 3.7958 4.4333 2.9268 0.0 -0.1 0.0 0.000
C 2.9393 3.7937 3.8109 0.1 0.0 0.0 0.000
C 1.7152 3.3206 3.3652 -0.1 0.0 0.1 0.000
H -5.0213 6.5173 1.4690 0.0 0.0 0.0 0.000
H -5.3706 4.0696 1.5603 0.0 0.0 0.0 0.000
H -3.4306 2.5481 1.4717 -0.1 -0.1 0.0 0.000
H -0.7911 5.9005 1.2345 0.0 0.1 0.0 0.000
H -2.7352 7.4268 1.2505 0.0 0.0 0.0 0.000
H -2.7950 2.2453 3.5962 0.0 0.0 0.0 0.000
H -3.2880 0.3799 5.1031 0.0 0.0 0.0 0.000
H -1.7349 -1.5295 5.2745 0.0 0.0 0.0 0.000
H 0.3855 -1.5067 3.9895 0.0 -0.1 0.1 0.000
H 0.9194 0.4272 2.5388 -0.3 -0.1 -0.1 0.000
H 1.8997 4.2833 0.1256 0.0 0.0 0.1 0.000
H 4.0825 5.1034 0.9114 0.0 0.0 0.0 0.000
H 4.7528 4.8026 3.2719 0.0 0.0 0.0 0.000
H 3.2153 3.6670 4.8495 0.0 0.0 0.0 0.000
H 1.0466 2.8250 4.0592 0.0 0.0 0.1 0.000


[2]
18
Properties=species:S:1:pos:R:3:forces:R:3:nbo_charge:R:1 method="wB97M-V/def2-TZVPD" multiplicity=1 molar_mass_g_mol=123.2 total_charge=-1 homo_lumo_gap_ev=6.026 homo_ev=-2.55 total_energy_ev=-19257.278 relative_energy_kj_mol=15.9
C -0.1874 -0.8651 -1.3155 -0.8 -0.3 -0.2 -0.050
O -1.4299 -1.0403 -2.0250 -0.2 0.3 0.2 -0.750
C -0.3497 -0.3712 0.1085 0.9 -0.1 0.5 -0.484
C 0.7181 -0.9584 1.0499 -0.2 0.4 0.2 -0.396
C 1.1518 0.0454 2.1316 -0.3 -0.1 0.0 -0.520
S 1.7144 1.6505 1.5005 0.2 0.1 -0.1 -0.718
H 0.4407 -0.1776 -1.8881 0.3 -0.1 0.0 0.149
H 0.2488 -1.8661 -1.3350 0.2 0.1 0.0 0.162
H -0.1561 0.6969 0.1937 -0.3 0.2 -0.3 0.248
H -1.3396 -0.5644 0.5095 -0.3 -0.2 -0.1 0.190
H 0.3176 -1.8410 1.5573 0.1 -0.3 -0.1 0.174
H 1.6157 -1.2380 0.4954 0.0 -0.1 -0.2 0.187
H 1.9142 -0.4415 2.7309 0.4 -0.1 0.1 0.175
H 0.3282 0.1668 2.8402 -0.3 0.2 0.0 0.163
H -1.2767 3.0643 -1.5093 -0.5 -0.2 0.0 0.468
H -0.3900 1.8919 -1.5419 -0.8 -0.3 0.1 0.486
H -1.9762 -0.2614 -1.8441 0.2 -0.1 -0.1 0.472
O -1.3438 2.1090 -1.6586 1.3 0.5 -0.1 -0.955


[3]
27
Properties=species:S:1:pos:R:3:forces:R:3:nbo_charge:R:1 method="wB97M-V/def2-TZVPD" smiles="NCC=O.O.O.O.O.O.O" multiplicity=1 molar_mass_g_mol=167.2 total_charge=0 homo_lumo_gap_ev=10.279 homo_ev=-10.14 total_energy_ev=-18170.378 relative_energy_kj_mol=161.6
O 0.4980 -1.3429 1.5394 0.5 -1.0 -1.0 -0.592
C 0.0764 -2.0099 0.6059 1.9 1.1 -0.8 0.409
C -1.3701 -2.2130 0.5489 -2.0 -1.9 2.2 -0.349
N -2.0551 -1.0472 1.1936 -0.2 -1.4 0.5 -0.820
H 0.7727 -2.3398 -0.2587 -0.8 0.1 1.3 0.153
H -1.8913 -2.5194 -0.3748 0.8 0.5 0.1 0.229
H -1.4587 -3.2387 1.2199 -0.2 2.4 -1.3 0.232
H -1.7909 -0.9847 2.1963 -0.2 -0.1 -1.2 0.376
H -1.7053 -0.2061 0.7595 0.0 0.2 0.0 0.356
H 2.4008 -0.6294 -2.3838 1.9 -0.4 3.7 0.499
H 2.4472 -0.5890 -0.7351 0.4 -0.1 -1.1 0.466
O 3.0229 -0.7578 -1.5153 -2.2 0.5 -2.3 -0.969
H 2.1818 1.8909 0.5866 5.8 -1.9 2.2 0.476
H 1.5593 3.0027 -0.1721 1.1 3.4 -1.9 0.475
O 1.4476 2.2224 0.2553 -5.9 -1.6 -0.3 -0.946
H -0.4136 2.0201 1.0371 1.7 -0.8 1.1 0.487
H -0.7258 3.2117 0.2089 -0.5 -0.7 0.2 0.472
O -1.0929 2.3565 0.5051 -1.9 1.4 -1.4 -0.951
H 0.2597 -0.0230 -3.6568 -0.1 -0.6 1.4 0.485
H -0.4582 -0.2184 -2.2967 -1.2 0.5 0.4 0.485
O 0.3308 -0.4408 -2.7583 1.2 0.1 -2.0 -0.967
H -3.0760 0.4456 -1.3550 0.5 0.3 0.4 0.480
H -1.7698 1.3949 -1.1750 -0.7 -0.2 0.5 0.495
O -2.5649 1.1897 -1.6954 0.2 -0.1 -0.9 -0.981
H 1.5482 0.5360 1.8811 0.5 -0.2 1.1 0.465
H 1.7533 -0.2319 3.1260 -0.8 -2.3 1.2 0.474
O 2.0739 0.5213 2.7137 0.4 2.6 -2.2 -0.938


[4]
40
Properties=species:S:1:pos:R:3:forces:R:3:nbo_charge:R:1 method="wB97M-V/def2-TZVPD" smiles="CN(C)C[C@@H](c1ccc(C#N)cc1)S(=O)(=O)c1ccccc1" multiplicity=1 molar_mass_g_mol=314.4 total_charge=0 homo_lumo_gap_ev=9.004 homo_ev=-8.88 total_energy_ev=-35829.403 relative_energy_kj_mol=366.1
C -0.5567 -2.7612 -2.1026 -0.1 0.2 0.2 -0.416
N 0.5274 -2.1413 -1.3305 0.1 -0.5 0.4 -0.443
C 1.8073 -2.4620 -1.9718 0.1 0.0 0.0 -0.418
C 0.3378 -0.6802 -1.0548 -0.3 -1.9 -3.0 -0.255
H -0.3189 -3.8103 -2.3188 0.0 0.2 0.2 0.207
H -1.4740 -2.7555 -1.5100 -0.1 0.1 -0.1 0.198
H -0.7662 -2.2886 -3.0906 0.2 0.1 0.4 0.164
H 1.8487 -3.5387 -2.1737 -0.1 0.2 0.2 0.203
H 1.9913 -1.9746 -2.9595 -0.3 0.1 0.5 0.167
H 2.6438 -2.2372 -1.3065 -0.1 0.1 -0.1 0.206
H 1.2156 -0.2509 -1.5184 0.1 0.7 0.1 0.229
H -0.5403 -0.4614 -1.6898 0.4 0.6 0.1 0.198
C -4.3067 2.5848 -1.3857 0.1 -0.3 0.1 -0.189
C -3.3864 2.0027 -2.2578 0.0 0.1 -0.1 -0.200
C -2.0677 1.8249 -1.8603 -0.1 0.1 0.1 -0.202
C -1.6980 2.1583 -0.5609 0.1 -0.3 -0.2 -0.328
S -0.0066 1.7865 -0.0967 -0.9 1.0 0.7 2.123
C 0.0672 -0.0841 0.2764 -0.2 1.9 0.5 -0.414
C 1.1207 -0.2372 1.3465 -0.4 0.3 0.3 -0.068
C 0.8878 -1.2848 2.2197 -0.2 -0.3 0.1 -0.132
C 1.7837 -1.5681 3.2284 0.3 -0.5 0.5 -0.178
C 2.9218 -0.7717 3.4174 -0.1 0.0 -0.2 -0.175
C 3.8613 -1.2133 4.4284 1.4 -1.4 1.6 0.278
N 4.5491 -1.7505 5.2155 -1.6 1.6 -1.9 -0.305
C 3.1096 0.3618 2.6129 -0.1 -0.1 0.0 -0.180
C 2.1968 0.6376 1.5893 0.5 -0.1 0.1 -0.129
O 0.8068 2.0752 -1.2581 0.1 -0.2 0.5 -0.935
O 0.1922 2.5035 1.1554 0.0 -0.5 -0.8 -0.939
C -2.5894 2.7825 0.3134 0.1 -0.1 -0.2 -0.173
C -3.9043 2.9829 -0.1103 0.1 0.1 0.0 -0.212
H -5.3445 2.7038 -1.6890 0.2 0.1 0.0 0.222
H -3.6658 1.6950 -3.2639 -0.1 0.2 0.2 0.221
H -1.3025 1.4971 -2.5581 -0.2 -0.2 0.1 0.242
H -0.9793 -0.2797 0.6127 0.9 -0.1 0.1 0.248
H -0.0467 -1.8504 2.1085 0.6 0.0 0.1 0.213
H 1.6253 -2.4362 3.8784 0.1 0.4 -0.2 0.232
H 3.9551 1.0436 2.7786 -0.4 -0.4 0.0 0.233
H 2.3516 1.5812 1.0542 -0.1 -0.7 0.0 0.236
H -2.2298 3.1538 1.2693 -0.1 -0.3 -0.1 0.250
H -4.6166 3.4626 0.5631 0.2 -0.1 -0.2 0.224